1.
The following is a quantum chemistry calculation of a cluster of 9 separate species, C36H71Cl2F6N4O14S9 in total, from the OMol25 dataset.

Summary:
charge: +1
orbital gap: 6.9 eV
LUMO energy: -3.14 eV

Cartesian coordinates (Å):
C 2.032 -2.314 3.695
C 2.053 -1.157 2.985
C 1.870 0.345 3.457
N 2.990 0.616 4.336
C 4.269 0.020 4.185
O 4.665 -0.980 4.630
F 5.238 0.773 3.543
C 2.886 1.342 5.539
O 3.509 0.986 6.475
F 2.149 2.484 5.733
C 0.439 0.311 4.185
C 0.229 -0.389 5.558
O 1.032 -0.984 6.197
N -1.082 -0.167 6.216
C -0.750 0.651 7.387
O -0.617 1.815 7.350
F -0.572 0.008 8.566
N -0.681 0.302 3.158
C -1.613 -0.855 3.044
C -1.049 -2.240 2.598
N -1.740 -3.279 2.870
C 0.050 0.793 1.926
S -1.270 1.505 0.865
O -2.507 1.839 1.596
O -1.707 0.419 -0.025
C -0.981 2.933 -0.259
F -0.285 2.651 -1.385
F -2.244 3.194 -0.759
F -0.642 4.103 0.306
C 1.486 1.372 2.224
C 1.835 2.773 2.762
Cl 3.570 3.300 2.876
C 1.022 3.746 3.237
C 1.503 5.149 3.751
Cl -0.729 3.473 3.366
C 2.254 1.174 0.849
C 2.426 2.511 -0.023
C 3.737 0.639 0.890
C 4.140 0.165 -0.598
H 1.484 -3.214 3.317
H 2.516 -2.395 4.693
H 2.169 -1.277 1.869
H 0.390 1.399 4.530
H -1.640 0.475 5.643
H -1.293 1.006 3.617
H -2.443 -0.612 2.321
H -2.156 -1.031 4.014
H -0.128 -2.424 2.005
H -2.576 -2.972 3.387
H 0.238 -0.182 1.383
H 2.228 4.907 4.578
H 2.044 5.724 2.967
H 0.655 5.691 4.223
H 1.696 0.496 0.124
H 1.663 3.295 0.162
H 3.430 2.985 0.144
H 2.383 2.264 -1.117
H 3.964 -0.244 1.527
H 4.509 1.418 1.121
H 5.089 0.669 -0.918
H 3.312 0.265 -1.325
H 4.394 -0.932 -0.559
C 3.202 -5.093 9.593
S 1.838 -4.468 8.595
O 1.952 -5.089 7.245
C 2.460 -2.783 8.463
H 3.041 -6.156 9.768
H 4.145 -4.950 9.064
H 3.223 -4.568 10.549
H 3.450 -2.787 8.004
H 2.507 -2.331 9.455
H 1.772 -2.217 7.838
C 1.918 -2.910 -2.580
S 0.693 -1.696 -2.081
O 1.401 -0.657 -1.253
C -0.187 -2.776 -0.944
H 2.610 -2.436 -3.274
H 2.466 -3.266 -1.705
H 1.419 -3.741 -3.079
H 0.495 -3.141 -0.173
H -0.613 -3.615 -1.495
H -0.991 -2.205 -0.476
C -0.650 6.927 -2.097
S 0.474 5.529 -2.262
O 1.342 5.507 -1.048
C 1.447 6.231 -3.605
H -1.336 6.722 -1.275
H -0.085 7.834 -1.881
H -1.217 7.048 -3.021
H 1.878 7.183 -3.292
H 0.809 6.376 -4.478
H 2.247 5.534 -3.852
C -5.014 3.719 2.082
S -4.875 5.457 1.624
O -4.606 6.224 2.873
C -6.611 5.680 1.213
H -4.038 3.373 2.412
H -5.735 3.604 2.893
H -5.329 3.138 1.214
H -7.231 5.442 2.079
H -6.874 5.035 0.373
H -6.768 6.721 0.931
C 1.603 -3.016 -8.045
S 1.554 -4.213 -6.706
O 1.035 -3.510 -5.492
C 3.340 -4.353 -6.526
H 0.579 -2.745 -8.304
H 2.145 -2.124 -7.727
H 2.092 -3.463 -8.912
H 3.769 -3.375 -6.305
H 3.766 -4.752 -7.448
H 3.550 -5.037 -5.703
C -2.848 -7.725 -1.510
S -2.354 -6.369 -2.588
O -0.895 -6.142 -2.383
C -3.233 -5.084 -1.676
H -2.378 -8.640 -1.871
H -2.520 -7.526 -0.489
H -3.932 -7.838 -1.542
H -2.881 -5.054 -0.643
H -4.304 -5.287 -1.702
H -3.036 -4.124 -2.153
C 5.540 -3.501 -11.929
S 4.008 -2.937 -11.169
O 3.683 -3.888 -10.063
C 2.945 -3.351 -12.563
H 6.349 -3.371 -11.211
H 5.456 -4.555 -12.195
H 5.745 -2.903 -12.818
H 3.027 -4.416 -12.788
H 3.237 -2.759 -13.430
H 1.916 -3.116 -12.293
C -8.350 2.312 -2.228
S -8.206 4.049 -2.685
O -7.935 4.817 -1.435
C -9.945 4.279 -3.091
H -7.373 1.960 -1.898
H -9.070 2.200 -1.416
H -8.669 1.733 -3.096
H -10.563 4.041 -2.224
H -10.211 3.635 -3.930
H -10.098 5.320 -3.371

Forces on the atoms, in the same order (eV/Å):
0.153 0.662 0.562
-0.426 -0.380 -1.831
-0.348 -3.247 -1.049
-1.664 2.605 0.091
2.312 0.503 -0.360
-0.726 -1.297 0.482
-1.955 0.237 0.389
1.311 0.037 1.691
0.386 -0.012 0.357
-0.253 -1.327 -1.803
1.578 2.239 1.634
-1.634 -0.791 0.368
0.799 0.371 -0.764
1.248 0.947 -0.400
0.031 -0.596 1.379
-0.154 0.698 -0.388
-0.393 -0.228 -1.877
0.249 0.827 1.978
-0.838 -1.930 -0.835
-0.507 -0.736 0.198
0.320 1.278 -0.173
0.395 -0.492 -0.432
-5.819 -2.804 -1.346
2.655 0.834 0.918
2.591 0.817 0.304
-1.316 3.218 -3.302
0.066 -0.157 2.259
0.945 -1.039 1.128
0.591 -1.773 0.006
1.620 -0.606 0.266
-0.931 1.582 0.676
-1.467 -0.976 -0.431
0.714 0.625 -0.045
-0.151 -1.406 0.695
0.786 0.141 0.028
1.367 0.475 -1.532
-0.056 0.104 -0.052
0.792 -0.488 -1.367
0.588 -0.718 0.696
1.622 0.494 -0.191
-1.262 0.198 -0.373
-1.289 0.213 0.924
-0.132 -0.974 -0.145
-0.030 -0.158 0.398
0.184 0.459 -1.374
1.108 0.278 0.500
0.928 0.459 -0.657
-0.626 0.764 0.419
0.052 -0.557 0.064
-0.032 1.242 0.231
-0.573 0.428 -0.783
-0.624 -0.427 0.492
0.582 -0.247 -0.682
0.486 0.563 1.499
0.478 -0.441 -0.088
-1.039 -0.427 -0.005
-0.099 0.083 1.110
-0.491 0.646 -0.088
-1.172 -0.543 0.294
-1.037 -0.246 0.123
0.790 0.141 0.455
-0.327 1.004 -0.116
0.111 -0.045 0.008
0.046 -0.022 0.020
0.057 0.173 0.083
0.076 0.063 -0.019
-0.077 0.055 -0.052
-0.067 0.021 -0.055
-0.057 0.000 -0.030
-0.022 -0.075 -0.001
-0.032 -0.047 -0.002
0.045 -0.157 0.145
0.195 -0.060 0.182
-0.191 -0.342 -0.374
-0.353 -0.448 0.088
-0.082 0.103 0.205
-0.153 0.040 -0.035
-0.082 0.107 0.080
-0.077 0.142 -0.090
0.096 -0.043 -0.114
0.126 -0.056 -0.046
0.028 0.100 -0.134
-0.009 0.095 0.063
0.036 0.270 -0.142
-0.008 0.065 -0.136
0.094 0.050 -0.032
0.053 -0.070 -0.028
0.052 -0.070 0.005
0.021 -0.062 0.013
-0.043 -0.041 0.074
-0.024 -0.045 0.044
-0.072 -0.031 0.071
-0.101 -0.087 0.137
-0.212 0.118 0.036
0.049 -0.196 -0.066
-0.017 -0.111 0.048
-0.029 0.112 -0.065
-0.025 0.125 -0.030
0.047 0.044 -0.018
0.125 0.022 0.069
0.055 0.127 0.023
0.107 -0.040 -0.007
-0.205 0.080 -0.061
0.022 0.066 -0.156
0.144 0.052 -0.009
0.112 -0.026 0.068
-0.025 -0.070 0.166
0.009 -0.058 0.078
-0.006 0.001 0.214
-0.084 0.016 -0.030
-0.083 0.053 -0.034
-0.115 0.008 -0.018
0.017 -0.036 0.136
0.028 -0.028 -0.068
-0.204 0.125 0.185
-0.003 0.067 0.129
0.015 0.095 -0.065
0.037 0.050 -0.050
0.027 0.024 -0.058
0.042 -0.076 -0.026
0.031 -0.017 -0.044
0.015 -0.093 -0.089
0.072 -0.101 -0.002
0.074 0.033 -0.146
0.220 -0.097 -0.316
-0.063 -0.105 -0.035
-0.097 0.040 0.025
-0.073 0.026 0.047
-0.045 0.032 0.048
0.043 0.019 0.072
0.018 0.028 0.061
0.075 0.031 0.063
-0.049 -0.080 0.102
-0.044 -0.006 -0.090
-0.136 -0.218 -0.160
-0.107 0.016 0.058
0.000 0.098 -0.051
0.008 0.082 -0.018
0.030 0.053 -0.009
0.082 0.003 0.022
0.066 0.016 0.002
0.106 -0.033 0.019


2.
The following is a quantum chemistry calculation of a cluster of 9 separate species, C36H72BIN3O38S8 in total, from the OMol25 dataset.

Summary:
charge: +1
orbital gap: 7.5 eV
LUMO energy: -3.76 eV

Cartesian coordinates (Å):
C -4.836 -3.848 -5.617
C -4.099 -3.887 -4.153
B -3.268 -2.476 -4.066
O -2.291 -2.127 -5.046
N -3.667 -1.557 -2.900
C -4.742 -0.590 -3.219
C -4.079 0.632 -4.237
C -5.139 1.162 -5.443
O -4.702 1.985 -4.111
C -3.076 -1.697 -1.702
N -2.110 -2.794 -1.642
C -2.620 -4.027 -0.987
C -2.247 -4.224 0.557
C -3.158 -5.382 1.259
C -3.142 -5.103 2.863
O -2.743 -6.257 3.637
C -0.730 -2.396 -1.281
C 0.050 -2.097 -2.682
C 0.556 -3.425 -3.411
C 1.940 -3.984 -2.825
O 2.692 -3.341 -2.060
O 2.392 -5.292 -3.204
N -3.455 -0.883 -0.569
C -4.680 -1.273 0.143
C -4.473 -1.841 1.655
C -3.292 -1.140 2.471
O -3.719 0.153 2.991
C -2.997 0.501 -0.496
I -1.378 1.039 -1.913
C -4.066 1.695 -0.632
C -3.831 2.725 0.611
H -5.924 -4.192 -5.557
H -4.871 -2.774 -6.044
H -4.283 -4.486 -6.384
H -4.972 -3.859 -3.395
H -3.441 -4.810 -4.037
H -2.025 -2.924 -5.569
H -5.537 -1.116 -3.845
H -5.221 -0.058 -2.343
H -2.917 0.540 -4.522
H -4.249 0.963 -6.189
H -5.285 2.208 -5.855
H -3.765 -4.075 -1.132
H -2.200 -4.935 -1.563
H -1.174 -4.659 0.577
H -2.196 -3.265 1.171
H -2.628 -6.392 1.127
H -4.216 -5.381 0.831
H -2.391 -4.258 3.107
H -4.158 -4.733 3.235
H -3.074 -7.087 3.216
H -0.091 -3.230 -0.799
H -0.667 -1.515 -0.553
H -0.525 -1.391 -3.365
H 1.001 -1.519 -2.360
H -0.256 -4.229 -3.396
H 0.752 -3.181 -4.524
H 1.729 -5.714 -3.801
H -5.515 -0.501 0.215
H -5.142 -2.166 -0.434
H -5.451 -1.594 2.225
H -4.426 -2.995 1.657
H -2.295 -1.081 1.917
H -3.095 -1.804 3.400
H -4.557 0.374 2.527
H -2.486 0.659 0.532
H -3.822 2.330 -1.566
H -5.153 1.384 -0.757
H -4.400 3.683 0.314
H -2.723 2.988 0.585
H -4.206 2.319 1.604
C -5.852 6.484 2.912
C -6.018 6.630 4.416
O -6.001 5.293 4.921
S -5.034 4.386 3.988
O -3.748 4.306 4.616
O -5.766 3.228 3.565
O -4.922 5.412 2.736
H -6.794 6.198 2.438
H -5.475 7.396 2.448
H -6.946 7.132 4.685
H -5.173 7.168 4.856
C 0.515 -1.818 5.332
C 0.669 -0.367 4.907
O 1.429 -0.414 3.697
S 1.069 -1.778 2.899
O 0.084 -1.470 1.900
O 2.289 -2.464 2.598
O 0.326 -2.549 4.117
H 1.424 -2.187 5.814
H -0.334 -1.964 6.001
H 1.178 0.235 5.659
H -0.303 0.082 4.678
C 3.025 1.889 -3.037
C 3.686 2.969 -3.880
O 2.882 3.063 -5.057
S 1.341 2.735 -4.675
O 0.649 3.975 -4.482
O 0.864 1.708 -5.553
O 1.619 2.079 -3.217
H 3.284 0.891 -3.400
H 3.289 1.970 -1.982
H 4.717 2.723 -4.136
H 3.658 3.938 -3.373
C 5.496 -1.801 -2.840
C 6.406 -2.246 -1.708
O 7.673 -1.647 -1.994
S 7.431 -0.227 -2.738
O 7.512 0.815 -1.757
O 8.196 -0.216 -3.950
O 5.868 -0.447 -3.114
H 5.670 -2.392 -3.744
H 4.442 -1.859 -2.567
H 6.497 -3.330 -1.649
H 6.059 -1.860 -0.749
C 8.390 -2.970 3.596
C 9.027 -1.870 2.760
O 8.233 -1.801 1.575
S 6.698 -2.178 1.943
O 5.968 -0.958 2.127
O 6.264 -3.218 1.060
O 6.982 -2.824 3.403
H 8.683 -3.960 3.236
H 8.641 -2.881 4.654
H 10.067 -2.083 2.515
H 8.964 -0.903 3.267
C 11.088 -1.863 -2.978
C 12.206 -1.059 -3.623
O 13.381 -1.853 -3.448
S 12.969 -3.423 -3.483
O 13.207 -3.922 -4.805
O 13.491 -4.054 -2.309
O 11.369 -3.226 -3.298
H 11.104 -1.758 -1.889
H 10.106 -1.578 -3.355
H 12.333 -0.079 -3.164
H 12.037 -0.938 -4.697
C -8.835 7.505 -0.376
C -9.124 8.983 -0.590
O -8.891 9.593 0.680
S -7.713 8.788 1.449
O -6.479 9.485 1.238
O -8.187 8.422 2.750
O -7.713 7.465 0.508
H -9.675 7.007 0.116
H -8.604 6.990 -1.309
H -10.146 9.163 -0.923
H -8.425 9.422 -1.309
C 2.731 4.077 6.479
C 2.554 4.228 7.982
O 2.544 2.893 8.489
S 3.505 1.969 7.565
O 4.783 1.867 8.205
O 2.757 0.822 7.140
O 3.644 2.991 6.314
H 1.788 3.806 5.996
H 3.128 4.982 6.017
H 1.631 4.746 8.242
H 3.403 4.753 8.429

Forces on the atoms, in the same order (eV/Å):
-0.021 0.241 -0.287
-1.110 1.079 -0.711
1.375 -2.204 -1.104
-1.590 -0.960 1.943
0.940 0.615 1.688
0.103 1.933 -1.694
-3.377 1.734 0.770
2.804 -0.125 0.032
3.968 -4.235 -0.404
-0.622 -0.138 -0.767
-1.145 0.929 0.196
-0.874 -1.218 0.590
0.744 -1.278 -0.242
0.927 0.998 0.787
-0.137 0.372 -0.302
-0.440 -0.070 -1.045
2.200 0.301 -1.074
1.339 0.532 1.374
-0.011 0.153 -0.505
2.175 0.450 1.678
-2.935 -2.098 -2.822
-1.949 2.267 -0.032
0.369 -0.782 -1.739
-1.330 -2.105 1.024
-0.398 0.342 0.132
-0.392 -1.289 0.934
-0.241 -0.841 -1.337
0.175 1.994 1.411
-0.447 -0.280 0.739
0.512 1.293 -0.068
-0.665 0.060 -1.627
1.638 0.295 -0.030
0.080 -1.652 0.676
-0.786 0.837 1.051
1.671 -0.382 -0.881
-1.002 1.171 -0.026
-0.566 1.042 0.481
1.124 0.688 0.897
0.857 -0.893 -0.889
-2.862 0.329 0.597
-0.219 1.295 0.874
-1.599 -1.364 -0.145
1.686 0.140 0.238
-0.615 1.388 0.796
-1.606 0.899 0.083
-0.366 -1.200 -1.040
-1.026 1.434 -0.108
1.400 -0.184 0.618
-1.028 -1.514 -0.384
1.134 -0.513 -0.599
0.241 1.175 0.469
-1.611 1.059 -0.590
-0.238 -1.210 -1.086
0.653 -1.308 0.816
-1.419 -0.860 -0.640
1.145 0.873 0.063
-0.202 -0.428 1.672
0.607 0.476 0.570
1.444 -0.510 -0.561
0.604 1.509 0.768
1.501 -0.426 -0.827
0.284 1.940 -0.073
-1.451 0.103 0.493
-0.233 0.982 -1.449
0.778 -0.032 0.633
-0.725 -0.393 -1.711
-0.538 -1.260 1.380
1.384 0.166 0.458
0.817 -1.437 0.804
-1.415 -0.402 0.456
0.748 0.652 -1.286
-0.677 0.218 0.042
0.365 0.664 -0.063
0.225 -0.831 -0.753
-0.032 0.575 0.208
-0.893 -0.326 -0.643
0.660 0.528 0.408
0.251 -0.525 0.793
0.080 0.011 0.097
0.225 -0.238 0.032
0.021 -0.297 0.007
-0.061 0.022 -0.062
0.470 0.255 0.623
-0.726 0.169 0.382
0.088 -1.034 -0.509
0.515 0.176 0.837
0.536 -0.455 0.220
-1.083 0.585 -0.221
-0.013 0.510 -0.956
-0.063 0.059 -0.005
-0.016 -0.106 -0.270
0.178 -0.129 -0.282
0.003 -0.048 0.049
0.675 -0.411 -0.077
0.148 0.312 0.637
-0.907 -0.648 0.064
0.452 0.386 -0.068
0.161 -1.147 -0.206
0.081 0.808 0.538
-0.280 0.570 -0.585
0.054 0.076 0.034
-0.249 0.051 -0.082
-0.201 -0.033 -0.212
0.049 -0.084 0.018
-0.040 -0.783 -0.184
-0.776 0.102 0.307
0.097 0.771 -0.963
-0.246 -0.391 0.457
0.052 -0.475 -1.033
-0.280 0.214 0.922
0.772 0.425 0.407
-0.017 0.013 0.049
0.154 0.204 0.012
0.222 0.176 -0.023
-0.071 -0.094 -0.223
0.568 -0.356 -0.128
0.120 0.327 0.628
-0.759 -0.633 -0.018
0.248 0.135 0.570
0.249 -1.078 -0.366
0.151 0.824 0.562
-0.163 0.651 -0.692
0.031 0.064 0.035
-0.270 0.056 -0.084
-0.195 -0.025 -0.230
0.050 -0.077 0.018
-0.076 0.493 0.425
-0.468 0.127 -0.471
-0.208 -0.778 0.424
0.000 0.059 -0.120
-0.140 0.106 1.123
-0.194 0.363 -0.987
0.795 -0.026 -0.403
-0.003 0.044 -0.046
0.143 -0.249 -0.086
0.208 -0.196 0.055
-0.064 0.045 0.077
-0.716 -0.091 -0.127
0.304 -0.085 -0.646
0.388 -0.709 0.734
-0.325 0.447 -0.529
-0.765 -0.721 0.523
0.544 0.404 -0.750
0.191 0.792 0.266
0.023 0.037 -0.062
0.216 0.044 0.190
0.064 0.085 0.291
-0.075 -0.062 -0.012
-0.615 0.222 -0.037
0.420 0.567 -0.060
0.103 -0.686 -0.735
0.293 0.445 0.212
-1.019 -0.279 -0.670
0.574 0.580 0.460
0.109 -0.422 0.793
0.023 0.071 0.033
0.165 -0.233 0.013
0.006 -0.297 0.062
-0.071 0.031 -0.061